No. 1
The following is a DFT calculation (ωB97M-V with the def2-TZVPD basis set) of a 10-piece molecular cluster, C40H64Cl6O20 overall.

```
130
C40H64Cl6O20 ωB97M-V with the def2-TZVPD basis set
Cl 19.598 -24.726 18.162
C 20.976 -23.624 18.098
C 20.482 -22.191 18.146
Cl 21.898 -21.105 18.224
H 21.626 -23.842 17.254
H 21.603 -23.763 18.981
H 19.872 -22.023 19.031
H 19.900 -21.906 17.271
Cl 16.179 -12.567 19.045
C 16.192 -13.372 20.635
C 15.146 -14.481 20.717
Cl 15.022 -15.158 22.315
H 16.249 -12.671 21.465
H 17.165 -13.865 20.696
H 15.420 -15.293 20.048
H 14.176 -14.093 20.410
Cl 17.681 -15.960 16.069
C 17.624 -14.190 15.917
C 18.910 -13.582 16.445
Cl 20.279 -13.885 15.376
H 16.716 -13.776 16.350
H 17.524 -14.005 14.847
H 19.101 -14.022 17.423
H 18.856 -12.504 16.586
C 19.341 -22.687 14.799
O 19.051 -21.407 15.352
C 17.884 -20.781 14.856
C 16.599 -21.473 15.273
O 16.395 -22.568 14.407
C 15.145 -23.252 14.607
H 20.272 -23.100 15.180
H 19.317 -22.602 13.712
H 18.562 -23.380 15.135
H 17.897 -20.606 13.778
H 17.886 -19.811 15.358
H 15.779 -20.744 15.303
H 16.735 -21.818 16.307
H 14.628 -22.874 15.490
H 15.371 -24.311 14.720
H 14.562 -23.058 13.706
C 24.697 -14.829 25.148
O 24.233 -15.915 24.383
C 24.851 -17.164 24.549
C 23.881 -18.233 24.076
O 23.906 -18.349 22.673
C 22.793 -17.790 22.015
H 25.780 -14.761 24.965
H 24.469 -14.960 26.207
H 24.341 -13.875 24.763
H 25.001 -17.337 25.624
H 25.784 -17.298 23.995
H 22.910 -18.036 24.540
H 24.188 -19.198 24.489
H 22.899 -17.882 20.937
H 22.524 -16.802 22.397
H 21.886 -18.378 22.234
C 18.309 -18.534 25.076
O 18.269 -19.675 25.924
C 17.260 -20.558 25.482
C 17.168 -21.707 26.492
O 18.284 -22.544 26.614
C 18.582 -23.284 25.472
H 18.734 -18.810 24.101
H 19.021 -17.834 25.510
H 17.322 -18.111 24.875
H 17.450 -20.943 24.476
H 16.250 -20.132 25.498
H 16.290 -22.303 26.201
H 16.966 -21.284 27.473
H 19.560 -23.762 25.428
H 18.605 -22.705 24.538
H 17.821 -24.061 25.326
C 14.027 -23.091 18.327
O 15.176 -23.790 18.790
C 16.064 -24.396 17.853
C 15.451 -25.564 17.094
O 15.530 -26.773 17.816
C 14.844 -26.750 19.078
H 14.340 -22.205 17.755
H 13.550 -22.713 19.227
H 13.414 -23.724 17.686
H 16.909 -24.680 18.477
H 16.465 -23.620 17.187
H 16.086 -25.733 16.224
H 14.430 -25.314 16.793
H 14.721 -27.783 19.386
H 13.893 -26.238 18.923
H 15.448 -26.177 19.782
C 20.491 -26.818 23.535
C 21.306 -25.757 23.561
C 20.951 -24.483 22.888
O 21.732 -23.552 22.826
C 19.707 -24.476 22.120
C 18.934 -25.563 22.037
C 19.204 -26.838 22.807
O 18.455 -27.774 22.917
O 17.746 -25.533 21.399
O 22.510 -25.812 24.143
H 20.830 -27.777 23.906
H 19.476 -23.600 21.530
H 17.469 -26.450 21.237
H 22.864 -24.910 24.214
C 18.212 -20.084 20.819
C 17.340 -20.466 19.864
C 16.720 -19.564 18.839
O 16.024 -19.922 17.918
C 17.018 -18.155 19.064
C 17.759 -17.724 20.088
C 18.392 -18.661 21.074
O 19.116 -18.252 21.955
O 17.959 -16.423 20.353
O 17.036 -21.757 19.641
H 18.637 -20.878 21.416
H 16.561 -17.391 18.450
H 18.532 -16.408 21.144
H 16.315 -21.772 18.983
C 14.479 -17.461 16.633
C 13.641 -17.850 17.599
C 12.550 -18.875 17.454
O 11.965 -19.357 18.403
C 12.359 -19.347 16.096
C 13.164 -18.922 15.114
C 14.311 -17.947 15.269
O 15.058 -17.671 14.359
O 12.989 -19.360 13.860
O 13.702 -17.341 18.845
H 15.191 -16.677 16.855
H 11.519 -19.964 15.808
H 13.704 -19.034 13.288
H 12.958 -17.699 19.361
```

Calculated values
HOMO-LUMO gap: 7.37 eV
SMILES string: O=C1C=C(O)C(=O)C=C1O.O=C1C=C(O)C(=O)C=C1O.O=C1C=C(O)C(=O)C=C1O.COCCOC.COCCOC.COCCOC.COCCOC.ClCCCl.ClCCCl.ClCCCl
total charge: 0
HOMO: -9.246 eV
LUMO level: -1.9 eV
E: -5828.270909 Eh



No. 2
The following is a DFT calculation (ωB97M-V with the def2-TZVPD basis set) of C40H66BrN2O5PbSb2Si2 as an isolated structure.

```
119
C40H66BrN2O5PbSb2Si2 ωB97M-V with the def2-TZVPD basis set
Pb 0.714 -1.435 1.046
C -0.017 -4.507 -1.392
C 1.219 -4.549 -0.629
C 2.204 -5.490 -0.883
C 3.409 -5.433 -0.251
C 3.703 -4.311 0.602
C 2.657 -3.351 0.837
N 1.393 -3.598 0.315
N 2.723 -2.294 1.654
Si 4.188 -1.821 2.528
C 4.707 -3.440 3.412
C 5.600 -1.364 1.354
C 3.667 -0.524 3.868
H -0.050 -5.369 -2.071
H -0.035 -3.624 -2.063
H -0.956 -4.517 -0.799
H 2.004 -6.243 -1.598
H 4.163 -6.156 -0.418
H 4.674 -4.106 1.019
H 4.715 -3.291 4.499
H 5.729 -3.763 3.152
H 3.973 -4.293 3.166
H 5.622 -2.148 0.620
H 6.549 -1.325 1.872
H 5.450 -0.479 0.729
H 3.388 0.476 3.456
H 4.669 -0.446 4.369
H 2.938 -0.895 4.615
C -4.881 1.224 -3.576
Sb -4.964 -0.031 -1.694
C -4.917 -1.987 -2.658
C -7.065 0.115 -1.014
C -7.262 -1.219 -0.453
C -7.773 -2.221 -1.319
C -8.088 -3.488 -0.814
C -7.701 -3.878 0.483
C -6.992 -2.924 1.272
C -6.901 -1.589 0.906
C -6.406 -0.592 1.844
Sb -4.261 -0.893 2.413
C -4.530 -1.820 4.426
C -3.958 1.216 3.044
H -5.669 0.824 -4.240
H -3.885 1.171 -4.048
H -5.071 2.243 -3.273
H -5.766 -2.574 -2.353
H -3.925 -2.419 -2.451
H -4.978 -1.863 -3.755
H -7.606 0.382 -1.922
H -7.176 0.948 -0.324
H -7.929 -1.946 -2.372
H -8.568 -4.238 -1.452
H -7.829 -4.903 0.823
H -6.648 -3.273 2.220
H -6.943 -0.666 2.807
H -6.375 0.407 1.428
H -4.388 -1.079 5.180
H -3.755 -2.632 4.593
H -5.549 -2.217 4.507
H -4.839 1.821 2.819
H -3.123 1.590 2.382
H -3.649 1.219 4.120
O 3.166 0.479 0.502
C 1.990 0.447 0.172
C 3.297 3.938 1.379
C 3.689 4.299 -0.029
C 4.992 3.891 -0.647
C 3.485 5.799 -0.219
O 2.533 3.827 -0.841
Si 2.074 2.536 -1.684
O 1.381 1.291 -0.695
O 3.392 2.058 -2.437
C 3.874 1.209 -3.591
C 3.972 2.173 -4.791
C 2.818 0.109 -3.721
C 5.183 0.606 -3.216
O 0.731 2.949 -2.587
C -0.274 4.050 -2.706
C -1.497 3.390 -3.298
C -0.475 4.686 -1.287
C 0.355 4.967 -3.784
H 3.937 4.595 2.054
H 3.327 2.874 1.644
H 2.228 4.176 1.542
H 5.843 4.450 -0.260
H 4.923 4.105 -1.733
H 5.125 2.765 -0.510
H 4.051 6.387 0.486
H 2.381 5.953 -0.114
H 3.734 6.091 -1.262
H 3.000 2.449 -5.061
H 4.396 1.539 -5.582
H 4.655 3.044 -4.625
H 1.877 0.615 -3.924
H 2.752 -0.530 -2.809
H 3.089 -0.611 -4.548
H 5.903 1.431 -3.321
H 5.461 -0.101 -3.988
H 5.145 0.199 -2.181
H -1.956 2.694 -2.615
H -1.297 2.850 -4.181
H -2.279 4.103 -3.582
H -0.824 3.957 -0.572
H -1.112 5.588 -1.326
H 0.518 4.993 -0.927
H 0.928 4.397 -4.538
H 1.020 5.630 -3.236
H -0.445 5.575 -4.252
Br 0.929 -1.376 7.568
C 0.330 -1.632 5.842
C -0.229 -0.482 5.161
C -0.571 -0.559 3.790
C -0.207 -1.718 3.062
C -0.075 -2.888 3.786
C 0.216 -2.850 5.151
H -0.414 0.437 5.734
H -1.028 0.352 3.343
H -0.023 -3.826 3.241
H 0.376 -3.796 5.666
```

Calculated values
HOMO-LUMO gap: 4.47 eV
total charge: -1
HOMO: -2.169 eV
LUMO level: 2.3 eV
E: -5875.906656 Eh



No. 3
The following is a DFT calculation (ωB97M-V with the def2-TZVPD basis set) of C40H67BF3O2PV as an isolated structure.

```
115
C40H67BF3O2PV ωB97M-V with the def2-TZVPD basis set
V 12.882 -21.227 8.983
C 9.473 -15.166 4.320
C 8.975 -15.599 5.738
C 9.484 -17.030 6.128
C 8.903 -18.172 5.151
P 9.412 -19.858 5.601
C 8.548 -21.064 4.562
C 8.796 -22.494 4.958
C 7.926 -23.475 4.232
C 8.283 -24.904 4.488
C 11.203 -20.139 5.290
C 11.676 -19.750 3.856
C 13.090 -19.245 3.844
C 13.305 -17.997 4.685
C 8.955 -20.108 7.319
C 7.427 -20.057 7.603
C 7.078 -20.389 9.067
C 7.915 -19.491 10.012
H 10.558 -15.198 4.222
H 9.163 -14.152 4.067
H 9.062 -15.768 3.509
H 7.906 -15.452 5.891
H 9.320 -14.833 6.433
H 9.048 -17.137 7.122
H 10.555 -17.188 6.253
H 9.256 -17.995 4.135
H 7.817 -18.164 5.061
H 8.711 -20.859 3.504
H 7.489 -20.810 4.607
H 8.566 -22.629 6.015
H 9.844 -22.793 4.942
H 8.050 -23.442 3.149
H 6.867 -23.227 4.303
H 7.450 -25.585 4.316
H 8.681 -24.985 5.499
H 9.080 -25.262 3.837
H 11.278 -21.205 5.506
H 11.835 -19.671 6.046
H 11.008 -19.003 3.428
H 11.644 -20.638 3.224
H 13.463 -19.166 2.823
H 13.677 -20.082 4.221
H 14.222 -17.429 4.530
H 13.188 -18.091 5.765
H 12.576 -17.237 4.405
H 9.426 -19.290 7.865
H 9.481 -20.959 7.753
H 6.922 -20.835 7.030
H 6.956 -19.107 7.351
H 7.252 -21.451 9.240
H 6.007 -20.265 9.224
H 8.008 -18.505 9.558
H 8.927 -19.890 10.082
H 7.523 -19.385 11.024
B 12.065 -22.657 7.443
H 11.478 -21.775 7.646
H 12.052 -23.320 8.294
H 11.652 -23.129 6.565
H 13.055 -22.275 7.247
C 15.853 -18.277 7.209
C 15.721 -19.790 7.333
O 14.640 -20.420 7.505
C 17.041 -20.618 7.196
H 15.043 -17.671 7.616
H 15.992 -17.953 6.178
H 16.779 -17.922 7.662
H 17.069 -21.527 6.596
H 17.222 -20.650 8.270
H 17.844 -20.027 6.757
C 9.921 -23.591 9.963
C 10.418 -22.517 10.827
O 11.391 -21.800 10.624
C 9.674 -22.446 12.165
H 8.925 -23.931 10.246
H 10.610 -24.417 10.138
H 9.938 -23.326 8.905
H 8.716 -22.963 12.106
H 9.451 -21.405 12.398
H 10.204 -22.851 13.027
F 17.749 -23.006 2.541
C 16.484 -23.190 2.932
C 16.113 -23.546 4.223
C 14.776 -23.642 4.646
C 13.793 -23.288 3.724
C 14.167 -22.846 2.451
C 15.514 -22.788 2.034
H 16.903 -23.598 4.957
H 14.639 -23.817 5.703
H 12.755 -23.351 4.017
H 13.310 -22.627 1.832
H 15.837 -22.502 1.044
F 17.648 -24.071 7.132
C 16.794 -24.825 7.825
C 15.730 -24.270 8.464
C 14.781 -25.055 9.141
C 14.871 -26.432 9.039
C 15.887 -27.027 8.361
C 16.929 -26.235 7.876
H 15.495 -23.218 8.408
H 14.015 -24.558 9.719
H 14.114 -27.068 9.474
H 15.983 -28.089 8.192
H 17.816 -26.727 7.506
F 9.539 -27.766 4.787
C 10.812 -27.454 4.775
C 11.737 -28.183 4.032
C 13.086 -27.895 4.308
C 13.508 -26.890 5.221
C 12.564 -26.082 5.833
C 11.225 -26.424 5.657
H 11.387 -28.884 3.288
H 13.814 -28.447 3.732
H 14.579 -26.793 5.313
H 12.907 -25.287 6.478
H 10.572 -25.943 6.370
```

Calculated values
HOMO-LUMO gap (spin up / spin down): 6.85 / 3.83 eV
2S+1: 5
total charge: +3
HOMO (spin up / spin down): -15.482 / -15.461 eV
LUMO level (spin up / spin down): -8.6 / -11.6 eV
E: -3323.511844 Eh



| no. | strongest force on any atom (eV Å⁻¹) |
| --- | --- |
| 1 | 2.59 |
| 2 | 4.14 |
| 3 | 5.07 |